12
Properties=species:S:1:pos:R:3:forces:R:3 method="wB97M-V/def2-TZVPD" gap_ev="8.01 / 6.06" mol_weight_g_mol=199.99 e_lumo_ev="-0.222 / -0.958" e_above_lowest_kj_mol=591.81 charge=0
I -1.9510 0.8061 0.0528 1.11 1.16 -0.38
F -3.7738 -1.2346 -0.1580 -0.74 -0.46 -0.50
C 0.3199 0.4651 -0.4860 -3.39 -1.51 -0.73
C -2.7792 -1.0627 0.6799 0.21 -0.55 0.66
C 1.1758 1.3586 0.1458 1.57 0.06 1.77
C 0.5388 -0.9635 -0.3246 4.02 1.18 1.05
H 1.6664 -1.0697 -0.5533 -1.41 -0.15 0.22
H 1.4585 1.0821 1.1742 -0.25 -0.06 0.20
H 0.0345 -1.5089 -1.0122 -1.79 -2.03 -1.78
H 0.4471 -1.3077 0.6989 -0.29 -0.23 0.21
H 0.7690 2.3316 0.1641 0.43 1.49 -0.34
H 2.0940 1.1036 -0.3817 0.54 1.10 -0.38